Below is a cluster of 5 separate species, C14H39N5O12PS4 in total, with properties calculated with wB97M-V/def2-TZVPD.

The multiplicity is 1. The HOMO energy is -11.949 eV. As for the total charge: +1. For the frontier orbital gap, the calculation gives 8.06 eV.

Structure (XYZ):
```
75
Properties=species:S:1:pos:R:3:forces:R:3:mulliken_charge:R:1
N 2.599461 -1.347186 -2.919001 -0.1 0.6 -1.8 -0.57
P 1.424199 -1.358803 -3.956023 0.7 -0.7 2.9 0.37
N 1.491612 -0.053255 -5.154901 -0.5 -1.9 1.9 0.23
C 0.553443 0.739447 -5.641080 0.6 0.8 -1.2 0.03
N 1.091188 1.579756 -6.559836 -0.1 -0.9 0.5 -0.45
C 2.377367 1.238926 -6.592468 1.5 -0.4 0.6 0.36
N 3.409590 1.713422 -7.334807 -0.1 0.3 -0.9 -0.39
N 2.679797 0.231508 -5.707726 -1.5 1.8 -1.4 -0.17
H 3.243178 -0.583410 -3.129083 0.2 -0.3 0.7 0.20
H 0.217282 -1.127120 -3.236103 -0.1 0.0 -1.1 0.12
H 1.336153 -2.573697 -4.700116 -0.4 0.7 -0.2 0.12
H -0.491690 0.681671 -5.324006 0.5 0.1 -0.1 0.43
H 3.369615 1.586595 -8.338965 0.0 0.5 0.3 0.23
H 4.239702 2.122752 -6.930310 -0.2 -0.2 0.0 0.23
H 3.581924 -0.192159 -5.515651 -0.4 -0.3 0.2 0.25
O 0.164697 1.065443 -2.127652 0.0 -0.4 -0.1 -0.64
S 0.908069 1.556865 -0.992062 0.3 1.1 0.6 1.17
O 1.350143 0.677159 0.040223 -0.2 -0.4 -0.3 -0.61
O 0.106875 2.765859 -0.341158 0.3 -0.2 -0.5 -0.21
C -1.269454 2.556245 0.038584 -0.8 -0.2 0.5 -0.43
C -1.390449 1.771088 1.329190 0.2 -0.2 0.0 -0.90
C 2.285692 2.495094 -1.567912 -0.1 0.1 -0.2 -0.99
H -1.818439 2.072779 -0.772338 0.2 0.0 -0.1 0.30
H -1.703838 3.545748 0.175509 0.3 0.1 -0.2 0.29
H -1.042992 0.745783 1.200811 -0.1 0.0 0.0 0.28
H -2.427799 1.734685 1.661515 0.0 0.0 0.0 0.40
H -0.781673 2.222878 2.113239 -0.1 0.1 0.0 0.28
H 1.944879 3.198697 -2.324263 0.0 0.1 0.1 0.30
H 3.004976 1.798758 -1.996661 0.0 -0.1 0.1 0.42
H 2.731011 3.018015 -0.725705 0.0 0.0 0.0 0.38
O 3.650806 5.444739 -2.353328 -0.2 -0.2 -0.3 -0.59
S 3.512760 6.770108 -2.888289 0.5 0.8 0.2 1.22
O 2.292485 7.200545 -3.495686 -0.1 -0.4 0.0 -0.62
O 4.723833 7.049231 -3.897724 -0.1 0.0 0.4 -0.28
C 4.948282 6.119891 -4.964632 0.0 -0.4 -0.7 -0.31
C 3.949158 6.298529 -6.093148 -0.3 0.0 0.1 -0.99
C 3.980058 7.942145 -1.657768 0.1 0.0 0.0 -1.00
H 4.938676 5.094697 -4.584847 -0.1 0.1 0.2 0.27
H 5.953340 6.315921 -5.337170 0.0 0.2 0.3 0.29
H 2.942100 6.025822 -5.774981 0.0 0.0 0.0 0.30
H 4.216980 5.670169 -6.944746 0.1 0.0 0.0 0.38
H 3.915123 7.339140 -6.415961 0.1 0.0 0.0 0.28
H 4.931189 7.639868 -1.226135 0.0 0.0 0.0 0.32
H 3.203472 7.946349 -0.895104 0.0 -0.1 -0.1 0.38
H 4.055624 8.923525 -2.119956 0.0 0.0 0.0 0.35
O -2.503802 -0.309439 5.786462 -0.2 0.3 -0.2 -0.67
S -2.897788 -1.096327 4.657320 0.0 -0.9 0.1 1.17
O -3.123439 -0.496894 3.374069 0.1 0.3 0.1 -0.58
O -4.177442 -1.969430 5.053244 0.4 0.0 -0.1 -0.17
C -5.322996 -1.291379 5.592690 -0.7 0.4 0.1 -0.42
C -6.122765 -0.582861 4.516046 0.2 0.2 -0.2 -0.95
C -1.771634 -2.438568 4.466822 0.0 0.0 0.0 -0.91
H -5.019547 -0.598638 6.380409 0.2 0.0 -0.1 0.34
H -5.942472 -2.057320 6.058144 0.3 -0.2 -0.1 0.27
H -5.559537 0.247739 4.089636 0.0 0.0 0.0 0.26
H -7.050841 -0.185394 4.928810 0.0 -0.1 0.1 0.39
H -6.359631 -1.266640 3.699626 -0.1 0.0 0.1 0.25
H -1.634986 -2.923968 5.429350 -0.1 0.0 0.0 0.32
H -0.826452 -2.030113 4.112748 -0.1 0.1 0.0 0.47
H -2.174431 -3.134443 3.736021 0.0 0.0 0.1 0.21
O -2.153205 -5.609607 4.870052 -0.1 0.0 0.2 -0.56
S -2.866792 -6.775310 4.436438 0.2 -0.5 -0.5 1.19
O -4.053198 -7.212451 5.101766 0.1 0.3 0.2 -0.61
O -1.844442 -7.999349 4.335541 -0.2 0.3 -0.3 -0.29
C -1.052166 -8.320487 5.491958 0.3 -0.3 0.8 -0.31
C -1.856859 -9.060119 6.543217 -0.3 0.1 0.0 -0.98
C -3.207448 -6.633967 2.711131 0.1 0.0 -0.1 -1.00
H -0.597155 -7.417558 5.904654 -0.1 0.1 -0.1 0.29
H -0.241494 -8.958686 5.141582 -0.1 0.1 -0.3 0.28
H -2.623577 -8.417528 6.976662 0.0 0.0 0.0 0.29
H -1.207627 -9.402880 7.349738 0.1 0.0 -0.1 0.39
H -2.365030 -9.919814 6.104724 0.1 0.0 0.0 0.27
H -2.295200 -6.345269 2.194329 0.0 0.0 0.0 0.31
H -3.970572 -5.867408 2.587864 0.0 0.0 0.1 0.37
H -3.575870 -7.590112 2.347178 0.0 0.0 0.1 0.36
```
Forces are in eV/Å.